Molecular formula: C22H29N7O5S2
Method: DFT, ωB97M-V with the def2-TZVPD basis set

Last column: Löwdin charge in e.
Element x y z (Å)
C: 10.90 -0.20 5.68  -0.073
O: 9.93 -0.87 4.86  -0.087
C: 8.73 -0.23 4.66  -0.272
C: 8.53 1.16 4.74  -0.003
C: 7.26 1.71 4.54  0.006
C: 6.16 0.89 4.27  -0.163
C: 4.80 1.47 4.12  -0.393
O: 4.66 2.69 4.13  0.047
C: 3.58 0.54 4.11  -0.377
S: 1.98 1.41 4.38  0.974
C: 1.43 1.70 2.73  -0.643
N: 2.03 1.35 1.61  0.134
C: 1.16 1.77 0.58  -0.126
C: 1.16 1.73 -0.89  -0.418
O: 2.08 1.29 -1.58  0.044
N: 0.07 2.21 -1.57  0.188
C: -0.96 2.78 -0.87  -0.475
N: -2.04 3.26 -1.52  0.144
N: -1.02 2.88 0.42  0.161
C: 0.05 2.36 1.13  -0.260
N: 0.23 2.31 2.48  0.121
C: 6.37 -0.50 4.16  -0.014
C: 7.64 -1.04 4.36  0.003
H: 11.70 -0.89 5.95  0.092
H: 10.44 0.17 6.61  0.097
H: 11.35 0.65 5.15  0.087
H: 9.36 1.83 4.94  0.106
H: 7.13 2.79 4.61  0.122
H: 3.70 -0.17 4.93  0.080
H: 3.56 -0.01 3.17  0.087
H: 0.13 2.30 -2.57  0.166
H: -2.77 3.50 -0.86  0.110
H: -2.30 2.74 -2.34  0.094
H: -0.41 2.68 3.17  0.158
H: 5.56 -1.19 3.93  0.112
H: 7.79 -2.12 4.28  0.120
C: -6.85 -4.15 -5.21  -0.051
N: -6.34 -2.80 -4.95  0.020
C: -5.28 -2.52 -4.19  -0.451
O: -4.63 -3.41 -3.65  0.062
C: -4.90 -1.03 -4.02  -0.192
C: -4.09 -0.73 -2.74  -0.202
C: -2.60 -1.08 -2.90  -0.511
S: -1.61 -0.87 -1.40  0.800
C: -2.05 -2.40 -0.53  -0.392
N: -6.03 -0.09 -4.13  0.080
C: -7.14 -0.14 -3.39  -0.570
C: -8.16 0.95 -3.64  0.001
O: -7.36 -1.00 -2.55  0.069
H: -7.24 -4.57 -4.28  0.090
H: -6.05 -4.79 -5.57  0.086
H: -7.65 -4.12 -5.95  0.083
H: -6.87 -2.02 -5.32  0.124
H: -4.24 -0.81 -4.87  0.151
H: -4.51 -1.29 -1.91  0.111
H: -4.15 0.33 -2.51  0.105
H: -2.50 -2.11 -3.24  0.072
H: -2.18 -0.43 -3.67  0.069
H: -1.50 -2.45 0.41  0.033
H: -3.12 -2.42 -0.33  0.031
H: -1.78 -3.26 -1.14  0.040
H: -5.94 0.67 -4.78  0.144
H: -7.72 1.91 -3.41  0.082
H: -9.02 0.78 -2.98  0.088
H: -8.49 0.91 -4.67  0.080

SMILES string = COc1ccc(C(=O)CSc2nc3c(=O)[nH]c(N)nc3[nH]2)cc1.CNC(=O)[C@H](CCSC)NC(C)=O
Frontier orbital gap = 7.6 eV
E_HOMO = -7.516 eV
Largest force on an atom = 3.7 eV/A
2S+1 = 1

Molecular formula: C22H29N8OSV
Method: DFT, ωB97M-V with the def2-TZVPD basis set

Last column: Löwdin spin population.
Element x y z (Å)
V: 0.00 -0.12 -0.13  1.893
O: -3.56 -1.81 0.08  0.027
C: -2.45 -1.37 0.28  0.010
N: -1.73 -0.56 -0.55  -0.003
C: -2.42 -0.11 -1.75  0.005
C: -2.12 1.35 -1.96  0.001
C: -2.92 2.14 -2.76  0.000
C: -2.59 3.48 -2.92  0.001
C: -1.47 3.97 -2.27  0.000
C: -0.73 3.11 -1.48  0.001
N: -1.04 1.81 -1.32  0.000
C: -1.69 -1.64 1.53  0.012
C: -2.18 -2.46 2.53  -0.001
C: -1.44 -2.60 3.70  0.012
C: -0.23 -1.91 3.80  -0.002
C: 0.19 -1.12 2.75  0.012
N: -0.51 -0.99 1.62  0.000
H: -3.49 -0.28 -1.64  0.000
H: -2.09 -0.67 -2.63  0.000
H: -3.80 1.72 -3.24  0.000
H: -3.19 4.13 -3.54  0.000
H: -1.17 5.00 -2.36  0.000
H: 0.13 3.48 -0.94  0.000
H: -3.13 -2.95 2.38  0.000
H: -1.79 -3.23 4.50  0.001
H: 0.37 -1.98 4.70  0.000
H: 1.13 -0.58 2.83  0.000
C: 1.84 -2.88 -0.50  0.000
C: 2.61 -1.92 0.41  0.001
N: 2.32 -0.51 0.06  0.002
C: 3.12 -0.02 -1.09  0.004
C: 2.62 -0.45 -2.46  0.003
S: 0.80 -0.33 -2.63  0.007
C: 0.35 -2.04 -3.07  0.001
C: -0.18 -2.86 -1.88  0.000
N: 0.44 -2.43 -0.62  -0.011
H: 2.29 -2.91 -1.48  0.000
H: 1.91 -3.89 -0.09  0.000
H: 2.29 -2.08 1.44  0.000
H: 3.68 -2.14 0.35  0.000
H: 2.63 0.04 0.85  0.002
H: 3.11 1.07 -1.06  0.000
H: 4.17 -0.32 -0.99  0.000
H: 3.05 0.21 -3.22  0.000
H: 2.92 -1.46 -2.72  0.000
H: -0.42 -1.97 -3.84  0.000
H: 1.22 -2.49 -3.54  0.000
H: -1.25 -2.73 -1.79  0.000
H: 0.01 -3.92 -2.07  0.000
H: -0.09 -2.88 0.13  0.001
N: -0.72 3.20 4.16  -0.001
C: -0.03 2.91 3.05  0.000
C: -0.42 1.87 2.17  0.007
N: 0.29 1.57 1.09  0.003
C: 1.37 2.33 0.83  0.010
C: 1.75 3.34 1.70  0.000
N: 1.08 3.62 2.80  0.004
H: -1.63 2.81 4.34  0.000
H: -0.42 3.99 4.71  0.000
H: -1.33 1.32 2.36  0.000
H: 1.91 2.16 -0.09  0.002
H: 2.63 3.95 1.50  0.000

Net charge = +2
Frontier orbital gap (spin up / spin down) = 8.1 / 8.3 eV
E_HOMO (spin up / spin down) = -14.277 / -14.490 eV
Largest force on an atom = 2.9 eV/A
2S+1 = 3

Molecular formula: C22H29ORe
Method: DFT, ωB97M-V with the def2-TZVPD basis set

Last column: Löwdin spin population.
Element x y z (Å)
C: 1.09 -2.00 1.28  0.058
C: 1.99 -1.19 0.48  0.034
C: 1.42 -1.08 -0.83  0.073
C: 0.18 -1.80 -0.86  0.073
C: -0.02 -2.38 0.44  0.145
Re: 0.00 0.00 0.81  1.927
C: -2.30 1.20 0.43  0.006
C: -2.00 0.83 1.75  0.022
H: -1.77 1.63 2.46  0.009
C: -1.75 -0.54 2.13  0.090
H: -2.39 -1.31 1.69  0.012
H: -1.51 -0.72 3.19  0.014
C: -2.44 2.66 0.09  -0.002
H: -1.84 3.29 0.77  0.000
H: -2.11 2.87 -0.94  0.000
H: -3.50 2.96 0.18  -0.001
C: -2.97 0.24 -0.54  0.019
H: -2.84 -0.82 -0.27  0.003
H: -4.06 0.46 -0.57  0.004
H: -2.59 0.39 -1.57  0.001
C: 3.32 -0.64 0.91  0.017
H: 3.32 -0.37 1.98  0.002
H: 4.12 -1.39 0.75  0.004
H: 3.57 0.26 0.34  0.001
C: 2.13 -0.49 -2.02  0.007
H: 2.65 0.44 -1.76  0.001
H: 2.89 -1.22 -2.38  0.003
H: 1.44 -0.27 -2.85  0.000
C: -0.66 -2.07 -2.08  0.014
H: -0.66 -1.22 -2.77  0.001
H: -0.27 -2.95 -2.64  0.005
H: -1.71 -2.29 -1.82  0.001
C: -1.09 -3.37 0.80  0.017
H: -2.05 -3.14 0.30  0.002
H: -0.78 -4.39 0.47  0.007
H: -1.26 -3.41 1.88  0.000
C: 1.34 -2.44 2.70  0.001
H: 0.39 -2.68 3.21  0.000
H: 1.98 -3.34 2.72  0.000
H: 1.84 -1.65 3.27  0.000
C: 0.40 1.66 -0.59  0.056
C: 1.06 2.83 -0.13  0.042
C: 0.11 1.60 -1.97  0.014
C: 1.41 3.87 -1.01  0.003
H: 1.31 2.93 0.93  0.007
C: 0.45 2.64 -2.85  -0.002
H: -0.40 0.72 -2.38  0.001
C: 1.10 3.78 -2.38  0.014
H: 1.92 4.76 -0.62  0.000
H: 0.20 2.55 -3.92  0.000
H: 1.37 4.59 -3.06  0.001
O: 0.00 0.00 4.03  0.121
C: 0.00 0.00 2.81  0.177

Net charge = +1
Frontier orbital gap (spin up / spin down) = 5.7 / 6.5 eV
E_HOMO (spin up / spin down) = -8.908 / -11.701 eV
Largest force on an atom = 5.4 eV/A
2S+1 = 4

Molecular formula: C22H30ClN3O4S
Method: DFT, ωB97M-V with the def2-TZVPD basis set

Last column: Löwdin charge in e.
Element x y z (Å)
C: 4.86 2.70 -0.94  -0.058
C: 3.62 3.42 -0.45  -0.194
O: 2.46 2.72 -0.91  -0.065
C: 1.43 3.45 -1.36  -0.434
O: 1.35 4.65 -1.20  0.116
C: 0.41 2.63 -2.01  -0.068
C: -0.93 2.96 -2.10  -0.229
C: -1.68 4.12 -1.56  0.000
N: -1.54 1.97 -2.80  0.143
C: -0.64 1.02 -3.20  -0.281
C: -1.06 -0.16 -3.99  -0.011
C: 0.59 1.40 -2.70  -0.175
S: 2.14 0.57 -3.02  0.675
O: 3.08 1.56 -3.45  -0.270
O: 1.88 -0.54 -3.89  -0.290
N: 2.70 -0.06 -1.59  -0.107
C: 2.04 -1.22 -1.06  -0.198
C: 0.65 -0.97 -0.47  -0.314
C: 0.69 0.03 0.69  -0.123
C: -0.74 0.23 1.23  -0.174
N: -1.37 -1.00 1.67  -0.174
C: -0.89 -1.50 2.94  -0.153
C: -1.86 -2.50 3.52  -0.216
C: -1.41 -3.66 4.14  -0.042
C: -2.32 -4.56 4.68  -0.078
C: -3.68 -4.31 4.60  -0.114
C: -4.12 -3.15 3.98  -0.665
Cl: -5.81 -2.83 3.87  0.667
C: -3.22 -2.25 3.44  -0.064
C: -1.37 -1.99 0.61  -0.169
C: 0.02 -2.27 0.03  -0.130
H: 4.75 2.48 -2.00  0.066
H: 5.74 3.32 -0.79  0.080
H: 5.00 1.76 -0.41  0.074
H: 3.58 3.47 0.64  0.130
H: 3.58 4.44 -0.84  0.123
H: -2.37 3.80 -0.78  0.086
H: -0.97 4.83 -1.14  0.074
H: -2.25 4.61 -2.34  0.087
H: -2.52 1.95 -3.03  0.174
H: -1.58 0.16 -4.89  0.088
H: -1.73 -0.80 -3.41  0.085
H: -0.18 -0.72 -4.27  0.062
H: 2.87 0.68 -0.93  0.073
H: 2.70 -1.67 -0.31  0.132
H: 1.96 -1.92 -1.90  0.118
H: 0.02 -0.56 -1.26  0.120
H: 1.07 1.00 0.35  0.098
H: 1.34 -0.33 1.48  0.123
H: -0.73 0.94 2.06  0.120
H: -1.36 0.65 0.43  0.120
H: 0.11 -1.96 2.88  0.116
H: -0.82 -0.65 3.63  0.135
H: -0.36 -3.87 4.21  0.110
H: -1.97 -5.46 5.16  0.105
H: -4.39 -5.01 5.02  0.102
H: -3.56 -1.35 2.95  0.114
H: -1.81 -2.91 1.01  0.121
H: -2.02 -1.61 -0.18  0.124
H: -0.07 -2.98 -0.80  0.121
H: 0.66 -2.73 0.79  0.115

SMILES string = CCOC(=O)c1c(C)[nH]c(C)c1S(=O)(=O)NCC1CCN(Cc2cccc(Cl)c2)CC1
Frontier orbital gap = 9.1 eV
E_HOMO = -8.585 eV
Largest force on an atom = 1.0 eV/A
2S+1 = 1

Repeat the first record exactly.
Molecular formula: C22H29N7O5S2
Method: DFT, ωB97M-V with the def2-TZVPD basis set

Last column: Löwdin charge in e.
Element x y z (Å)
C: 10.90 -0.20 5.68  -0.073
O: 9.93 -0.87 4.86  -0.087
C: 8.73 -0.23 4.66  -0.272
C: 8.53 1.16 4.74  -0.003
C: 7.26 1.71 4.54  0.006
C: 6.16 0.89 4.27  -0.163
C: 4.80 1.47 4.12  -0.393
O: 4.66 2.69 4.13  0.047
C: 3.58 0.54 4.11  -0.377
S: 1.98 1.41 4.38  0.974
C: 1.43 1.70 2.73  -0.643
N: 2.03 1.35 1.61  0.134
C: 1.16 1.77 0.58  -0.126
C: 1.16 1.73 -0.89  -0.418
O: 2.08 1.29 -1.58  0.044
N: 0.07 2.21 -1.57  0.188
C: -0.96 2.78 -0.87  -0.475
N: -2.04 3.26 -1.52  0.144
N: -1.02 2.88 0.42  0.161
C: 0.05 2.36 1.13  -0.260
N: 0.23 2.31 2.48  0.121
C: 6.37 -0.50 4.16  -0.014
C: 7.64 -1.04 4.36  0.003
H: 11.70 -0.89 5.95  0.092
H: 10.44 0.17 6.61  0.097
H: 11.35 0.65 5.15  0.087
H: 9.36 1.83 4.94  0.106
H: 7.13 2.79 4.61  0.122
H: 3.70 -0.17 4.93  0.080
H: 3.56 -0.01 3.17  0.087
H: 0.13 2.30 -2.57  0.166
H: -2.77 3.50 -0.86  0.110
H: -2.30 2.74 -2.34  0.094
H: -0.41 2.68 3.17  0.158
H: 5.56 -1.19 3.93  0.112
H: 7.79 -2.12 4.28  0.120
C: -6.85 -4.15 -5.21  -0.051
N: -6.34 -2.80 -4.95  0.020
C: -5.28 -2.52 -4.19  -0.451
O: -4.63 -3.41 -3.65  0.062
C: -4.90 -1.03 -4.02  -0.192
C: -4.09 -0.73 -2.74  -0.202
C: -2.60 -1.08 -2.90  -0.511
S: -1.61 -0.87 -1.40  0.800
C: -2.05 -2.40 -0.53  -0.392
N: -6.03 -0.09 -4.13  0.080
C: -7.14 -0.14 -3.39  -0.570
C: -8.16 0.95 -3.64  0.001
O: -7.36 -1.00 -2.55  0.069
H: -7.24 -4.57 -4.28  0.090
H: -6.05 -4.79 -5.57  0.086
H: -7.65 -4.12 -5.95  0.083
H: -6.87 -2.02 -5.32  0.124
H: -4.24 -0.81 -4.87  0.151
H: -4.51 -1.29 -1.91  0.111
H: -4.15 0.33 -2.51  0.105
H: -2.50 -2.11 -3.24  0.072
H: -2.18 -0.43 -3.67  0.069
H: -1.50 -2.45 0.41  0.033
H: -3.12 -2.42 -0.33  0.031
H: -1.78 -3.26 -1.14  0.040
H: -5.94 0.67 -4.78  0.144
H: -7.72 1.91 -3.41  0.082
H: -9.02 0.78 -2.98  0.088
H: -8.49 0.91 -4.67  0.080

SMILES string = COc1ccc(C(=O)CSc2nc3c(=O)[nH]c(N)nc3[nH]2)cc1.CNC(=O)[C@H](CCSC)NC(C)=O
Frontier orbital gap = 7.6 eV
E_HOMO = -7.516 eV
Largest force on an atom = 3.7 eV/A
2S+1 = 1

Which of these has the lowest largest force on an atom?
C22H30ClN3O4S